[1]
Computed, not measured: an isolated molecule of C17H25Cl3N2O2, with ωB97M-V/def2-TZVPD.

CARTESIAN COORDINATES (ANGSTROEM)
C -3.58 -0.34 -1.79
C -2.78 -1.44 -1.12
C -1.53 -0.89 -0.44
C -0.75 -1.92 0.37
C -0.14 -3.03 -0.49
C 0.88 -3.87 0.27
C 2.32 -3.34 0.19
C 2.45 -1.97 0.81
O 2.50 -1.76 2.00
N 2.52 -0.95 -0.10
C 2.47 0.43 0.31
N 1.26 1.05 -0.09
C 0.37 1.68 0.77
C 0.24 1.35 2.11
C -0.71 1.98 2.90
C -1.54 2.94 2.36
C -1.42 3.28 1.01
C -0.48 2.66 0.22
O -0.28 2.92 -1.12
C -1.11 3.86 -1.74
C 3.70 1.18 -0.26
Cl 5.20 0.41 0.26
Cl 3.64 1.16 -2.04
Cl 3.67 2.87 0.29
H -2.98 0.17 -2.54
H -3.90 0.40 -1.06
H -4.47 -0.74 -2.28
H -2.50 -2.19 -1.87
H -3.41 -1.94 -0.38
H -0.88 -0.44 -1.19
H -1.83 -0.08 0.24
H -1.41 -2.38 1.11
H 0.04 -1.40 0.91
H -0.94 -3.68 -0.85
H 0.33 -2.59 -1.38
H 0.89 -4.89 -0.12
H 0.59 -3.93 1.32
H 2.65 -3.32 -0.85
H 2.97 -4.02 0.75
H 2.38 -1.14 -1.08
H 2.56 0.42 1.40
H 1.24 1.43 -1.03
H 0.85 0.57 2.54
H -0.80 1.70 3.94
H -2.28 3.44 2.97
H -2.08 4.04 0.60
H -0.79 3.90 -2.78
H -2.16 3.57 -1.70
H -0.99 4.86 -1.30

E_tot   -2303.3809 Eh
Energy above the lowest of the compared OMol25 structures with the same formula, charge and spin   0.0 kJ/mol
Total charge   0
Gap between HOMO and LUMO   0.3063 Ha

Atomic partial charges in e from the Mulliken method, atoms 1 to 6:
1. C -1.35
2. C -0.46
3. C -0.30
4. C -0.13
5. C -0.73
6. C -0.80

[2]
Computed, not measured: a cluster of 2 separate species, C10H16O in total at a distorted geometry, with ωB97M-V/def2-TZVPD.

CARTESIAN COORDINATES (ANGSTROEM)
C 0.06 2.13 2.92
C 0.52 1.76 1.53
C 1.10 0.54 1.23
C 1.33 0.17 -0.09
C 1.28 1.12 -1.13
O 1.99 0.98 -2.30
C 0.99 2.42 -0.77
C 0.46 2.68 0.51
H -0.87 2.69 2.86
H 0.72 2.78 3.48
H -0.17 1.29 3.59
H 1.53 -0.07 2.01
H 1.48 -0.81 -0.54
H 2.03 0.03 -2.48
H 0.89 3.21 -1.50
H 0.29 3.71 0.88
C -2.06 -1.21 -1.03
C -1.52 -2.59 -0.41
C -0.21 -2.98 -1.11
H -2.21 -0.39 -0.30
H -1.31 -0.76 -1.69
H -2.96 -1.49 -1.56
H -1.45 -2.56 0.66
H -2.33 -3.26 -0.74
H -0.17 -4.06 -1.25
H -0.15 -2.51 -2.11
H 0.76 -2.81 -0.67

E_tot   -465.8173 Eh
Energy above the lowest of the compared OMol25 structures with the same formula, charge and spin   211.3 kJ/mol
Total charge   0
Gap between HOMO and LUMO   0.3400 Ha

Atomic partial charges in e from the Mulliken method, atoms 1 to 6:
1. C -1.48
2. C 0.72
3. C -0.74
4. C 0.01
5. C 0.63
6. O -0.51